Run P
Density functional theory data (ωB97M-V/def2-TZVPD) for a structure of composition C4H12N3.

**LUMO level**: -4.9 eV
**Charge**: +1
**Gap between HOMO and LUMO**: 9.592 eV

```
19
C4H12N3 | the OMol25 dataset | ωB97M-V/def2-TZVPD
C -0.0993 -1.9820 -0.5352
C -1.3095 2.1167 0.8457
C 2.1204 -1.4532 0.0434
C -0.6087 1.5298 -0.3548
N -1.1214 -0.9261 -0.5039
N 0.9840 -0.9827 -0.6451
N -0.2557 0.1442 0.0160
H -0.2255 -2.5726 0.3324
H -0.0381 -2.6663 -1.4248
H -1.7361 1.2966 1.4417
H -0.7699 2.7918 1.5527
H -2.1772 2.6447 0.5030
H 2.1156 -2.1185 0.8981
H 2.7823 -1.9509 -0.8308
H 2.7325 -0.5119 0.1449
H 0.3130 2.1093 -0.7695
H -1.2641 1.5349 -1.1469
H -1.2401 -0.8005 -1.5209
H -0.3105 0.0689 0.9845
```

Run Q
Density functional theory data (ωB97M-V/def2-TZVPD) for a cluster of 2 separate species, C4H12N3 in total.

**LUMO level**: -5.3 eV
**Charge**: +1
**Gap between HOMO and LUMO**: 8.000 eV

```
19
C4H12N3 | the OMol25 dataset | ωB97M-V/def2-TZVPD
C -2.6861 0.0342 0.4982
C 0.1678 1.7485 0.0125
C 0.4364 -1.8538 -0.1572
C 2.4844 -0.4061 -0.0669
N -2.6857 1.2418 0.2264
N 0.1277 0.3276 -0.1899
N 1.0198 -0.5632 -0.0514
H -2.0439 -0.2497 1.4210
H 0.9754 2.0900 0.7028
H 0.0310 2.2465 -0.9042
H -0.8787 1.7896 0.2680
H -0.0249 -1.6999 -1.1818
H -3.1925 -0.7266 -0.0560
H 1.1684 -2.5797 -0.3176
H 2.9218 -0.9682 -0.9069
H 2.6947 0.5751 -0.2058
H 2.9652 -0.6771 0.8937
H -0.3258 -1.9710 0.5670
H -3.1549 1.6422 -0.5520
```

Which is most stable, and by how much? run Q, by 79.4 kJ/mol.

Run P
Density functional theory data (ωB97M-V/def2-TZVPD) for a cluster of 2 separate species, C5H14O in total.

**LUMO level**: 0.7 eV
**Charge**: 0
**Gap between HOMO and LUMO**: 11.110 eV

```
20
C5H14O | the OMol25 dataset | ωB97M-V/def2-TZVPD
C -0.0004 -0.1154 -0.4036
C -0.4673 -1.6184 -0.0835
C -1.5009 -2.2964 -1.1473
C -2.8394 -1.9710 -0.7644
C -1.0155 0.8161 0.1308
H 0.9395 0.0484 0.0536
H 0.1768 -0.0946 -1.5706
H -1.0432 -1.4851 0.9070
H 0.3156 -2.3761 0.4308
H -1.2203 -3.5407 -1.1982
H -1.2545 -2.0960 -2.1902
H -3.2793 -1.3561 -1.6554
H -3.5028 -2.7313 -0.4576
H -2.8810 -1.2157 0.1331
H -0.7686 1.0151 1.2443
H -0.9541 1.7481 -0.3755
H -2.0116 0.4393 0.1981
H 4.9014 3.4655 1.5922
H 4.3203 4.7965 1.8505
O 5.1503 4.3116 1.8308
```

Run Q
Density functional theory data (ωB97M-V/def2-TZVPD) for a cluster of 2 separate species, C5H14O in total.

**LUMO level**: 0.9 eV
**Charge**: 0
**Gap between HOMO and LUMO**: 11.238 eV

```
20
C5H14O | the OMol25 dataset | ωB97M-V/def2-TZVPD
C -1.1804 0.3382 -0.0507
C -2.2510 0.4639 1.0085
C -1.7538 0.4158 -1.4562
O -0.2306 1.3826 0.1748
H -0.6711 -0.6281 0.0828
H -2.9328 -0.3826 0.9409
H -2.2385 1.3840 -1.6021
H -0.9689 0.2656 -2.1986
H -2.5148 -0.3536 -1.5937
H 0.1716 1.6334 -0.6606
H -2.8191 1.3902 0.8875
H -1.8086 0.4692 2.0040
C 2.3060 -1.1776 0.9439
C 2.8435 -1.2869 -0.4863
H 1.4449 -0.5068 0.9868
H 2.0009 -2.1516 1.3302
H 3.0756 -0.7814 1.6112
H 3.6957 -1.9657 -0.5209
H 3.1611 -0.3112 -0.8471
H 2.0873 -1.6722 -1.1704
```

Which is most stable, and by how much? run Q, by 216.0 kJ/mol.

Run P
Density functional theory data (ωB97M-V/def2-TZVPD) for a cluster of 2 separate species, C5H14O in total.

**LUMO level**: 0.8 eV
**Charge**: 0
**Gap between HOMO and LUMO**: 11.556 eV

```
20
C5H14O | the OMol25 dataset | ωB97M-V/def2-TZVPD
C 1.0469 1.6127 0.6169
C 1.6708 -0.8771 0.8577
C -0.6929 -0.0552 0.7102
C 0.8600 0.0299 -1.3430
C 0.7258 0.1781 0.1643
H 2.1229 1.8469 0.6802
H 0.5670 1.9040 1.5664
H 0.6043 2.2091 -0.1985
H 1.3380 -1.9082 0.6514
H 1.6827 -0.7231 1.9499
H 2.6978 -0.7556 0.4741
H -1.3761 0.5968 0.1404
H -0.7814 0.1929 1.7813
H -1.0042 -1.1034 0.5649
H 0.8303 -1.0281 -1.6531
H 1.7657 0.4955 -1.7667
H -0.0251 0.5426 -1.7558
O -3.7225 -1.2661 -1.3262
H -3.6688 -0.3411 -0.9949
H -4.6415 -1.5506 -1.1195
```

Run Q
Density functional theory data (ωB97M-V/def2-TZVPD) for a cluster of 2 separate species, C5H14O in total.

**LUMO level**: 0.9 eV
**Charge**: 0
**Gap between HOMO and LUMO**: 11.099 eV

```
20
C5H14O | the OMol25 dataset | ωB97M-V/def2-TZVPD
C -0.9140 -0.3351 -1.0051
C -2.4243 -0.4800 -1.0126
C -0.1697 -1.2549 -1.9484
O -0.4851 1.0035 -1.2293
H -0.5888 -0.5803 0.0114
H -2.9072 0.2138 -1.6961
H -0.4138 -1.0859 -2.9973
H 0.8803 -0.9915 -1.9154
H -0.4169 -2.2898 -1.7509
H -1.2496 1.5663 -1.4240
H -2.8546 -0.2316 -0.0373
H -2.7196 -1.4966 -1.2615
C 2.5017 0.8706 1.8406
C 1.0400 0.6405 2.1991
H 2.7426 0.5033 0.8368
H 2.7966 1.9209 1.8791
H 3.1324 0.3154 2.5421
H 0.7997 -0.4098 2.0377
H 0.3528 1.3066 1.6711
H 0.8976 0.8145 3.2599
```

Run R
Density functional theory data (ωB97M-V/def2-TZVPD) for a cluster of 2 separate species, C5H14O in total.

**LUMO level**: 0.9 eV
**Charge**: 0
**Gap between HOMO and LUMO**: 11.083 eV

```
20
C5H14O | the OMol25 dataset | ωB97M-V/def2-TZVPD
C -1.1343 -1.4397 2.0611
C 0.3337 -2.0657 1.8220
O -1.1188 -0.2125 2.8375
H -1.7363 -1.1869 1.2151
H -1.6868 -2.0094 2.7352
H 0.9454 -2.1517 2.7325
H -0.8909 0.6353 2.4096
H 0.8741 -1.3910 1.1830
H 0.0845 -3.0792 1.3822
C -0.2168 0.9991 -2.0238
C 1.2977 0.8357 -2.4733
C -0.1130 1.5852 -0.6573
H -0.6996 1.6708 -2.7994
H -0.6320 0.0358 -1.8573
H 1.7018 -0.0969 -2.2506
H 0.4755 1.0503 0.0900
H 0.0853 2.6164 -0.8992
H 2.0080 1.6006 -1.9615
H 1.4920 1.0256 -3.5260
H -1.0696 1.5782 -0.0199
```

Which is most stable, and by how much? run P, by 29.4 kJ/mol.

Run P
Density functional theory data (ωB97M-V/def2-TZVPD) for a cluster of 2 separate species, H2NO3S2 in total.

**LUMO level (alpha / beta)**: 3.2 / 3.2 eV
**Charge**: -1
**Gap between HOMO and LUMO (alpha / beta)**: 7.136 / 7.055 eV

```
8
H2NO3S2 | the OMol25 dataset | ωB97M-V/def2-TZVPD
N 0.8809 -0.3285 1.7252
O -0.2536 1.5584 -1.5223
O 0.2925 -0.8368 -1.2761
O -1.9295 -0.1511 -1.7670
S -0.8310 -0.1577 1.6895
S -0.6664 0.2208 -1.2048
H 1.2771 -0.9695 1.0608
H 1.2299 0.6644 1.2947
```

Run Q
Density functional theory data (ωB97M-V/def2-TZVPD) for the ion H2NO3S2 with charge -1.

**LUMO level**: 3.7 eV
**Charge**: -1
**Gap between HOMO and LUMO**: 7.979 eV

```
8
H2NO3S2 | the OMol25 dataset | ωB97M-V/def2-TZVPD
N 0.3462 -0.0122 -0.4940
O 0.2890 0.4302 2.1229
O 1.5167 -0.3927 0.1701
O 2.2465 -0.9198 2.5110
S -0.2557 -2.2759 1.4466
S 1.0139 -0.7285 1.7546
H -0.2148 -0.8401 -0.7487
H -0.0820 0.5991 0.3232
```

Which is most stable, and by how much? run P, by 23.9 kJ/mol.

Run P
Density functional theory data (ωB97M-V/def2-TZVPD) for a cluster of 2 separate species, H4NO2P2 in total.

**LUMO level**: 4.1 eV
**Charge**: -1
**Gap between HOMO and LUMO**: 7.961 eV

```
9
H4NO2P2 | the OMol25 dataset | ωB97M-V/def2-TZVPD
N 1.4291 -0.0413 -0.5873
O -1.5766 1.3668 0.0925
O -3.9095 1.3175 -0.8559
P -3.4455 -1.1279 0.7012
P -2.9212 0.7054 0.0047
H 1.1220 0.1828 -1.6006
H 1.2248 -1.0641 -0.6740
H 0.6372 0.2894 0.0089
H -2.1019 -1.1589 1.2328
```

Run Q
Density functional theory data (ωB97M-V/def2-TZVPD) for the ion H4NO2P2 with charge -1.

**LUMO level**: 4.4 eV
**Charge**: -1
**Gap between HOMO and LUMO**: 8.955 eV

```
9
H4NO2P2 | the OMol25 dataset | ωB97M-V/def2-TZVPD
N 0.6926 1.0990 0.7226
O -0.3294 -1.2910 1.5017
O 1.9796 -1.4741 0.3665
P -0.2260 -0.6688 -1.5843
P 0.6484 -0.8324 0.4674
H 1.5093 1.3395 0.0832
H 1.0570 0.9854 1.6652
H 0.7617 -1.2471 -2.4137
H 0.2480 0.7009 -1.7567
```

Which is most stable, and by how much? run Q, by 24.7 kJ/mol.

Run P
Density functional theory data (ωB97M-V/def2-TZVPD) for a cluster of 3 separate species, H6O3 in total.

**Multiplicity**: 2
**LUMO level (alpha / beta)**: 3.6 / 3.9 eV
**Charge**: -1
**Gap between HOMO and LUMO (alpha / beta)**: 2.454 / 10.740 eV

```
9
H6O3 | the OMol25 dataset | ωB97M-V/def2-TZVPD
O -2.4775 -1.1829 -1.5937
H -2.1381 -1.2367 -2.5066
H -1.9827 -1.9522 -1.2478
O 2.5266 1.2055 3.3881
H 1.6459 1.2581 2.9813
H 2.4902 0.5120 4.0533
O 0.0408 0.0605 -1.8157
H 0.3687 0.9116 -1.5111
H -0.8959 -0.1917 -1.6625
```

Run Q
Density functional theory data (ωB97M-V/def2-TZVPD) for a cluster of 3 separate species, H6O3 in total.

**Multiplicity**: 2
**LUMO level (alpha / beta)**: 3.6 / 3.6 eV
**Charge**: -1
**Gap between HOMO and LUMO (alpha / beta)**: 2.594 / 10.359 eV

```
9
H6O3 | the OMol25 dataset | ωB97M-V/def2-TZVPD
O 1.2963 -2.1619 0.6581
H 2.1063 -2.5645 0.3452
H 0.7705 -2.0353 -0.1317
O 0.1872 -0.0866 -0.6630
H 0.9651 0.1318 -0.1499
H -0.4435 0.6003 -0.4471
O -1.3345 1.8808 -0.0752
H -1.2795 2.3610 0.7510
H -2.2679 1.8744 -0.2874
```

Which is most stable, and by how much? run Q, by 41.7 kJ/mol.